1.
A 5-piece molecular cluster, C23H62FN5O5P overall, computed with wB97M-V/def2-TZVPD.

Geometry (Å):
P  4.92679  -1.49858  -2.36559
F  6.32263  -4.70696  -2.68073
O  -4.92696  -0.12345  1.37741
O  -9.31688  0.71225  3.81037
O  -1.37699  -2.60549  -0.50528
O  6.05955  2.51979  -1.09506
O  8.86836  -1.10013  -2.98032
N  3.88408  -1.30358  -3.65586
N  -10.65173  3.30223  3.50534
N  8.74803  1.24498  -0.97994
N  -5.64533  2.66885  0.84593
N  1.14067  -1.48163  -1.30448
C  -7.61524  1.29968  0.45684
C  7.78897  -1.82263  -2.39391
C  5.72268  3.33780  0.01559
C  -10.72859  0.82931  3.85093
C  -0.12892  -0.90317  -1.78654
C  7.87991  -1.85599  -0.86012
C  -2.12463  -1.92803  0.49525
C  4.79096  -3.18383  -1.74798
C  -6.17358  1.56660  0.04423
C  -1.26303  -1.93228  -1.73840
C  -5.28334  0.31910  0.08057
C  4.08264  -5.51624  -2.56914
C  -8.68655  0.46806  5.05109
C  7.16899  2.97864  -1.86393
C  4.38910  -0.37275  -1.09743
C  -11.24836  2.20821  4.27008
C  -0.40822  0.38695  -1.02630
C  -5.90049  -0.91014  2.04192
C  -11.10435  2.50552  5.75882
C  8.93234  3.49526  -0.07270
C  6.57169  -1.06502  -2.94359
C  8.55530  2.65991  -1.29229
C  4.98265  -4.30680  -2.77993
H  -7.70831  1.21712  1.54045
H  3.22251  -5.28186  -1.94146
H  5.52247  -3.33021  -0.94823
H  4.65933  3.20019  0.20997
H  -11.38513  1.64540  6.36919
H  -6.17238  1.90124  -0.99919
H  0.00835  -0.64819  -2.84345
H  -2.95386  -1.36529  0.06032
H  0.95376  -1.87685  -0.38424
H  -1.41861  0.74731  -1.22175
H  4.66946  0.64719  -1.37982
H  -5.48733  2.34051  1.79390
H  3.30279  -0.47344  -0.98357
H  3.52606  -2.15969  -4.06570
H  8.65629  4.54292  -0.20141
H  -9.30373  -0.17348  5.68887
H  1.34468  -2.29563  -1.88186
H  -12.31813  2.20036  4.03390
H  6.28180  3.06742  0.91233
H  4.86286  -0.62630  -0.14826
H  -4.33610  0.56442  -0.41109
H  -11.14919  0.04479  4.49440
H  9.70444  -1.56577  -2.82240
H  0.29528  1.16384  -1.32612
H  -2.53113  -2.68532  1.16268
H  7.77672  -2.84178  -2.78460
H  -1.50767  -1.24331  1.08127
H  7.00331  -1.42424  -0.36914
H  8.00366  -2.87106  -0.48327
H  7.06999  2.49027  -2.83739
H  -8.46538  1.38914  5.59543
H  -5.75183  -0.50285  -0.47915
H  6.69253  0.00054  -2.71465
H  4.88491  -3.93691  -3.80765
H  9.26275  2.90143  -2.09221
H  -10.07909  2.78350  6.00633
H  10.00698  3.44081  0.09298
H  7.07210  4.05915  -2.02490
H  -4.73837  2.95978  0.49721
H  -8.00017  0.37987  0.01260
H  7.99610  0.93644  -0.37049
H  3.72493  -5.91427  -3.51721
H  -8.25245  2.12589  0.14323
H  8.73705  -1.26566  -0.53610
H  3.08636  -0.71999  -3.41497
H  -5.37244  -1.53356  2.76276
H  -2.21526  -1.46171  -2.01418
H  6.54140  -1.15482  -4.03171
H  -11.05972  0.63612  2.82778
H  -9.64016  3.23755  3.57126
H  3.79798  -3.22695  -1.29067
H  5.90475  4.39244  -0.20736
H  8.44767  3.11968  0.82883
H  -10.86938  3.20296  2.51954
H  -1.05129  -2.71064  -2.47733
H  -11.74137  3.34571  6.03129
H  8.71714  0.67759  -1.82069
H  -6.63497  -0.30217  2.57371
H  -0.30225  0.24356  0.04923
H  -6.43252  -1.55615  1.33579
H  4.65699  -6.29790  -2.07203
H  -7.74734  -0.04556  4.84413

Net charge   +1
DFT total energy   -2004.45244 Eh
Kohn-Sham gap   7.857 eV

Atomic partial charges in e from the Löwdin method, atoms 1 to 2:
1. P 0.8647
2. F -0.0308

***

2.
A 15-piece molecular cluster, C23H62N15O28 overall, computed with wB97M-V/def2-TZVPD.

Geometry (Å):
O  -0.37694  7.11905  0.08807
O  -2.15275  7.21761  -1.01865
O  -5.68779  -0.16202  4.02013
O  -2.44082  -2.71445  -1.22920
O  5.00693  -1.65299  3.93441
O  2.91059  -1.45634  3.99121
O  -2.82840  3.99953  2.88929
O  -0.21679  -1.35752  -3.57907
O  3.22809  1.63573  -4.21522
O  2.91401  2.11015  3.85618
O  0.61538  -0.07971  6.08373
O  -0.21684  4.06748  -5.76329
O  -0.45606  -3.43390  -4.22404
O  3.42609  -3.93163  -4.60919
O  3.38138  -2.79206  0.47023
O  2.24292  3.45596  -3.80689
O  0.06836  -5.57664  -1.04043
O  -3.10313  0.47371  -0.37386
O  3.13453  -1.84061  -4.79954
O  -3.33440  -3.46024  -3.03293
O  4.87089  -4.16695  -0.12492
O  3.92362  3.06942  2.21941
O  -2.91110  2.87799  4.70847
O  -4.62130  -0.84838  -1.12653
O  -1.44174  3.37986  -4.21564
O  -0.49433  0.87632  4.45733
O  0.99759  -3.70352  -1.59645
O  -4.31028  -1.81813  3.87315
N  4.01391  -1.22549  4.44188
N  3.08638  3.05748  3.09492
N  -3.40946  3.26466  3.66905
N  2.65129  2.60927  -4.56745
N  0.86475  -0.14930  0.68761
N  -0.21290  -2.28128  -4.46098
N  -2.87325  -3.59483  -1.91018
N  -3.72034  -0.07064  -1.29824
N  -5.39078  -1.28269  3.61431
N  -0.23025  -0.02475  5.23556
N  0.76137  -4.91575  -1.79141
N  -0.98223  4.30588  -4.88024
N  -1.53606  7.14273  -0.00583
N  4.23517  -3.61329  0.76854
N  3.79477  -2.79899  -4.47930
C  0.21155  0.00122  -0.72190
C  1.43844  -5.62152  -2.91862
C  0.63156  -1.57584  1.18689
C  -6.44654  -1.82399  2.67668
C  4.47276  -3.98867  2.15531
C  0.28888  1.48734  -1.29268
C  -4.79980  2.74907  3.36336
C  -0.24683  2.56538  -0.30501
C  0.35497  2.38457  1.08688
C  -1.16344  -1.22564  5.21976
C  2.24305  4.29745  3.29356
C  0.28334  0.96522  1.58598
C  4.05057  -0.39670  5.68951
C  -0.76311  -3.28540  2.32623
C  -1.21876  5.72953  -4.42027
C  -0.79979  -2.00531  1.55941
C  -3.50642  0.30257  -2.66830
C  5.10984  -2.62147  -3.82280
C  -2.34566  6.64724  1.17143
C  0.15243  -1.84426  -5.89036
C  2.51167  2.79938  -6.04795
C  2.36490  0.06211  0.58267
C  -2.99495  -4.94664  -1.29927
H  -2.12888  5.91601  -3.84551
H  5.75746  -3.18456  -4.42922
H  -6.81081  -1.01695  2.03611
H  0.06664  3.55361  -0.73156
H  -0.24372  2.98236  1.81435
H  0.72311  -0.71901  -1.46974
H  -0.32143  -4.03491  1.64439
H  3.74482  0.60775  5.39776
H  -1.28596  -1.58776  6.25100
H  -3.31396  7.12344  1.03951
H  -1.37652  2.63271  -0.28529
H  5.39783  -1.60352  -3.70314
H  -4.78690  1.77635  2.96709
H  -5.99315  -2.72462  2.18937
H  1.44604  2.84199  -6.34685
H  -2.17769  -4.91846  -0.56545
H  -1.74251  -3.71114  2.64160
H  -0.78645  0.70238  1.71609
H  5.01619  -3.05245  -2.82357
H  1.28765  2.78682  1.20948
H  -0.28582  6.00701  -3.98027
H  -7.24745  -2.21440  3.36039
H  0.71891  -6.31860  -3.31606
H  -1.36870  -2.05853  0.61748
H  -0.13438  -3.18831  3.21346
H  2.69483  0.05397  1.65445
H  3.06440  1.98113  -6.54361
H  2.77334  5.16887  2.81559
H  0.72000  -0.94006  -5.77888
H  -1.31297  6.26676  -5.35858
H  -2.09655  -0.95489  4.65790
H  5.03977  -0.41315  6.12597
H  -1.77477  6.90492  2.03576
H  -0.81787  -1.66067  -6.32404
H  3.31285  -0.71761  6.42168
H  -0.84536  -0.39299  -0.51903
H  1.33542  -1.67648  2.02373
H  -3.98374  -5.00551  -0.85209
H  -3.05145  1.26837  -2.64969
H  4.06951  -4.99810  2.15170
H  2.61261  1.06374  0.15916
H  1.27078  4.17785  2.74503
H  -5.32802  2.70552  4.31120
H  -1.20538  -1.24146  2.18482
H  -4.49698  0.26598  -3.16066
H  0.77577  0.82193  2.51247
H  -2.40706  5.53535  1.08380
H  -0.66774  -1.95704  4.59864
H  1.73375  -4.89581  -3.61171
H  0.97933  -2.22970  0.32252
H  2.26235  -6.19310  -2.55022
H  3.98146  -3.24004  2.74807
H  2.75363  -0.77223  0.01042
H  -2.78515  -0.32524  -3.15902
H  2.05241  4.61160  4.32871
H  0.71375  -2.73554  -6.27646
H  5.53456  -4.00016  2.22889
H  -2.83090  -5.82413  -1.98285
H  -5.26916  3.44067  2.62210
H  2.99365  3.75214  -6.24489
H  -0.28409  1.47672  -2.25617
H  1.31998  1.71488  -1.54062

Net charge   +1
DFT total energy   -3840.02974 Eh
Kohn-Sham gap   10.683 eV

Atomic partial charges in e from the Löwdin method, atoms 1 to 2:
1. O 0.0931
2. O 0.0589

***

3.
C23H63FIN6O4P3Si2 as an isolated structure, computed with wB97M-V/def2-TZVPD.

Geometry (Å):
I  -4.70710  3.20782  1.72118
P  -7.62948  -1.78647  -0.69934
P  7.56721  2.44936  -1.53312
P  1.78068  -1.83214  -0.52191
Si  -5.48543  0.99986  0.88615
Si  -8.14708  0.28501  -0.07936
F  -4.62260  -0.37336  3.07994
O  -6.85833  1.33763  0.01640
O  -9.59342  1.46752  1.96872
O  0.71796  -1.62123  -1.55137
O  6.80560  1.17744  -1.78116
N  8.25489  2.04927  -0.00466
N  3.21168  -1.72738  -1.45103
N  1.44479  -3.47256  -0.09464
N  8.65196  3.76446  -1.86389
N  2.51826  -1.51924  1.01851
N  6.20904  3.49480  -1.34504
C  -8.09092  -3.01673  0.61119
C  -6.60529  0.82711  3.48275
C  8.80420  2.99353  0.94967
C  -4.53744  -0.04281  -1.63817
C  -3.20831  -2.79468  1.81803
C  0.11263  -3.95132  -0.43709
C  5.90712  4.09530  -0.06426
C  -4.08179  0.40876  -0.22639
C  2.73398  -0.06121  1.20704
C  -10.93343  1.45970  2.40582
C  8.18685  4.78382  -2.82964
C  -9.19414  0.18790  1.48718
C  1.78961  -1.99111  2.21530
C  -8.76653  -2.14006  -2.10854
C  4.52842  -2.17562  -1.03535
C  2.42408  -4.52731  -0.26495
C  3.33742  -0.52760  -2.27415
C  9.94904  3.25764  -2.38212
C  -3.81706  -2.04219  0.61131
C  -5.83844  -0.02401  2.45801
C  9.02186  0.80796  0.03190
C  -3.16344  -0.66746  0.38224
C  5.02579  3.06442  -2.07651
H  2.37339  -0.21987  -2.67666
H  -4.89414  -1.99166  0.76932
H  5.18784  -2.18827  -1.90532
H  -4.67155  -1.11807  -1.70157
H  2.28928  -1.61131  3.10833
H  -7.18507  1.59671  2.96712
H  -3.08488  -3.85610  1.60723
H  5.27150  2.73527  -3.08315
H  -3.63395  -2.64279  -0.28090
H  4.52294  -3.18800  -0.64665
H  1.80713  -3.07317  2.28710
H  -11.60207  1.30644  1.55107
H  -8.80410  -3.73486  0.20663
H  -2.74348  -0.32889  1.33226
H  3.74178  0.31654  -1.70444
H  8.13524  3.82180  1.15371
H  -9.03794  0.82789  -1.12791
H  -7.20442  -3.58091  0.89548
H  9.03991  0.40121  1.04532
H  -3.44804  1.27884  -0.41217
H  3.29768  -4.36042  0.36868
H  -7.32271  0.23994  4.05379
H  2.00759  -5.47920  0.07159
H  0.02939  -4.23862  -1.49244
H  -11.17442  2.42038  2.85547
H  4.34778  3.91763  -2.16926
H  5.72757  3.35047  0.72281
H  4.48888  2.25482  -1.57337
H  -10.09476  -0.36600  1.18145
H  7.84539  4.34654  -3.77114
H  4.99372  -1.52208  -0.28513
H  9.77620  3.40716  0.64449
H  -11.12728  0.67725  3.14743
H  8.57217  0.05291  -0.60987
H  0.74899  -1.65588  2.23392
H  -5.88798  1.34054  4.11511
H  -8.52407  -2.55682  1.49733
H  1.79268  0.49578  1.22955
H  -0.63403  -3.18787  -0.22983
H  -3.76273  0.24567  -2.35145
H  -8.54493  -3.11836  -2.53109
H  3.35151  0.34540  0.40427
H  9.83775  2.74175  -3.33966
H  -3.92812  -2.74914  2.63664
H  -8.62562  -1.39864  -2.89352
H  5.01603  4.72155  -0.14812
H  6.70170  4.77456  0.24896
H  -2.32240  -0.80606  -0.30368
H  -0.14414  -4.82179  0.17337
H  -8.75299  -0.40700  2.29567
H  8.95355  2.48479  1.90475
H  -2.29415  -2.32351  2.17315
H  3.99483  -0.70569  -3.12702
H  -5.44588  0.46557  -1.96121
H  7.38436  5.38317  -2.41343
H  10.40431  2.56455  -1.67349
H  10.06309  0.95091  -0.29192
H  -9.81767  -2.11949  -1.81546
H  -6.36120  -0.96757  2.27651
H  9.00790  5.46914  -3.04650
H  10.64802  4.08264  -2.51109
H  2.74377  -4.64521  -1.30841
H  3.26806  0.12067  2.13869

DFT total energy   -3544.31133 Eh
Kohn-Sham gap   8.628 eV

Atomic partial charges in e from the Löwdin method, atoms 1 to 2:
1. I 0.5536
2. P 0.7582